[1]
Molecular formula: C21H43BBr16ClN2O3
Method: DFT, ωB97M-V/def2-TZVPD

Each line ends with the Mulliken charge.
Cartesian coordinates (Å):
C (6.44600, -2.99856, 1.62621)  -0.88
C (6.29839, -2.80609, 0.00530)  -0.44
C (5.60970, -1.39705, -0.47095)  0.14
Cl (6.52458, -0.89422, -2.04744)  -0.27
N (4.14490, -1.52705, -0.89533)  -0.17
C (3.23299, -1.67391, 0.30356)  0.82
B (1.80283, -2.33459, -0.16929)  0.17
N (0.96586, -3.11706, 0.86171)  -0.19
O (1.23700, -2.28684, -1.54654)  -0.55
C (3.09848, -0.18408, 1.00554)  0.00
O (3.03941, -0.06610, 2.34538)  -0.69
O (3.09415, 1.03218, 0.17711)  -0.53
H (7.10348, -2.17287, 2.16125)  0.22
H (5.43862, -3.13125, 2.20797)  0.25
H (7.04652, -4.01848, 1.78395)  0.30
H (5.68103, -3.67663, -0.50494)  0.15
H (7.40677, -2.80886, -0.43266)  0.34
H (5.79577, -0.55602, 0.32740)  0.17
H (4.00963, -2.33999, -1.55076)  0.26
H (3.71507, -2.37607, 1.10736)  -0.64
H (1.58612, -3.93651, 1.12413)  0.21
H (0.17221, -3.57204, 0.32418)  0.13
H (1.61755, -3.11694, -1.99601)  0.29
Br (-2.86433, -4.78817, 1.44849)  -0.10
C (-3.72921, -3.38096, 0.41139)  -0.65
C (-3.81499, -3.75313, -1.05073)  -0.58
Br (-2.09135, -3.53411, -1.93739)  -0.11
H (-3.16848, -2.45989, 0.59282)  0.37
H (-4.72896, -3.28305, 0.84348)  0.40
H (-4.49445, -3.08024, -1.58045)  0.35
H (-4.13053, -4.78660, -1.21770)  0.32
Br (6.93451, 2.43647, 1.10539)  -0.15
C (6.06962, 3.84368, 0.06829)  -0.53
C (5.98384, 3.47151, -1.39384)  -0.33
Br (7.70748, 3.69053, -2.28049)  -0.16
H (6.63035, 4.76474, 0.24971)  0.44
H (5.06988, 3.94159, 0.50037)  0.31
H (5.30438, 4.14440, -1.92355)  0.15
H (5.66830, 2.43804, -1.56080)  0.25
Br (0.14611, -4.45020, 3.76431)  -0.18
C (-0.71856, -2.90784, 4.58731)  -0.17
C (0.29509, -1.99456, 5.23701)  -0.51
Br (0.91569, -2.72395, 6.93640)  -0.18
H (-1.46485, -3.29528, 5.28634)  0.00
H (-1.22809, -2.39597, 3.76625)  0.31
H (-0.15888, -1.03271, 5.48958)  0.35
H (1.18184, -1.82241, 4.62094)  0.36
Br (2.04336, 6.15118, -3.95909)  -0.18
C (1.13858, 5.15556, -2.54702)  -0.61
C (2.07299, 4.16572, -1.89070)  -0.48
Br (2.33925, 2.59382, -3.01467)  -0.08
H (0.25897, 4.68864, -2.99865)  0.33
H (0.81327, 5.91317, -1.82872)  0.42
H (1.63864, 3.78191, -0.96384)  0.36
H (3.06331, 4.57817, -1.67936)  0.21
Br (-1.83526, 4.64679, -6.31352)  -0.12
C (-1.50424, 6.48513, -5.75245)  -0.45
C (-2.10128, 6.75750, -4.39119)  -0.48
Br (-4.03402, 6.99653, -4.50285)  -0.14
H (-1.89970, 7.13498, -6.53794)  0.38
H (-0.41539, 6.58131, -5.72200)  0.18
H (-1.72163, 7.69881, -3.98521)  0.36
H (-1.92014, 5.95620, -3.66964)  0.27
Br (-3.65664, -1.89756, 6.33944)  -0.10
C (-4.56142, -2.89319, 7.75150)  -0.54
C (-3.62701, -3.88302, 8.40783)  -0.60
Br (-3.36075, -5.45493, 7.28386)  -0.13
H (-5.44103, -3.36011, 7.29988)  0.36
H (-4.88673, -2.13557, 8.46981)  0.33
H (-4.06136, -4.26684, 9.33468)  0.35
H (-2.63669, -3.47058, 8.61916)  0.35
Br (-2.71465, -8.39676, -0.86189)  -0.12
C (-2.83797, -8.97707, 0.99603)  -0.47
C (-4.08070, -9.80464, 1.22927)  -0.58
Br (-5.66979, -8.67818, 1.33409)  -0.13
H (-2.79306, -8.07707, 1.61545)  0.24
H (-1.93877, -9.57532, 1.16722)  0.33
H (-4.02908, -10.31359, 2.19537)  0.34
H (-4.26425, -10.54283, 0.44385)  0.37
Br (-7.37227, 8.50913, -6.93766)  -0.12
C (-7.02417, 10.05597, -5.80189)  -0.58
C (-6.08196, 11.02739, -6.47437)  -0.58
Br (-4.23997, 10.38951, -6.40172)  -0.11
H (-6.64703, 9.67428, -4.84911)  0.34
H (-8.00280, 10.51671, -5.64138)  0.34
H (-6.07239, 11.98392, -5.94521)  0.33
H (-6.31772, 11.20203, -7.52766)  0.36

Properties
- Total charge: -1
- Maximum force: 7.41 eV/Å
- Highest occupied orbital energy: -4.508 eV

***

[2]
Molecular formula: N2O2S3
Method: DFT, ωB97M-V/def2-TZVPD

Each line ends with the Mulliken charge.
Cartesian coordinates (Å):
N (-1.09362, -0.65905, 1.24137)  -0.37
N (1.64485, -0.30170, 0.17827)  -0.07
O (-0.64403, -0.71480, -1.19759)  -0.34
O (0.16591, 1.64353, -0.19573)  -0.45
S (-1.47048, 0.17298, 0.04980)  0.49
S (1.32036, 1.12808, 0.49591)  0.45
S (0.83066, -1.40622, -0.63658)  0.29

Properties
- Total charge: 0
- Maximum force: 5.57 eV/Å
- Highest occupied orbital energy (alpha / beta): -9.286 / -9.287 eV
- ΔE to the lowest compared entry with this formula, charge and spin: 1.333 eV

***

[3]
Molecular formula: C2H3O3S2
Method: DFT, ωB97M-V/def2-TZVPD

Each line ends with the Mulliken charge.
Cartesian coordinates (Å):
C (0.11324, -0.33154, 0.47608)  -0.86
C (1.39350, -0.83394, 0.10635)  0.24
S (1.68377, -2.28975, -0.39155)  -0.35
S (2.65359, 0.59881, 0.06284)  1.07
O (2.20811, 1.10806, -1.20298)  -0.62
O (4.01889, 0.12187, 0.11974)  -0.64
O (2.34959, 1.46677, 1.21877)  -0.65
H (0.00763, -0.07881, 1.55340)  0.24
H (-0.82818, -0.79508, 0.17449)  0.32
H (0.18686, 0.74580, -0.08850)  0.25

Properties
- Total charge: -1
- Maximum force: 4.90 eV/Å
- Highest occupied orbital energy: -4.599 eV
- ΔE to the lowest compared entry with this formula, charge and spin: 1.463 eV

***

[4]
Molecular formula: C41H36AuBGeN8O2
Method: DFT, ωB97M-V/def2-TZVPD

Each line ends with the Mulliken charge.
Cartesian coordinates (Å):
Au (0.31553, -0.04979, -0.02810)  0.42
C (0.51634, -0.22889, 4.45645)  -1.47
C (0.06817, -0.79524, 3.26259)  -0.74
N (0.51847, -0.07457, 2.24237)  0.65
N (1.24624, 0.94216, 2.72570)  0.11
C (1.25828, 0.87168, 4.06711)  -0.12
B (1.96826, 1.94728, 1.79300)  -0.06
N (2.91025, 1.18652, 0.83217)  0.36
C (4.23372, 0.98510, 0.93336)  -0.22
C (4.65272, 0.24577, -0.15583)  -0.95
C (3.49336, 0.01727, -0.89413)  -0.36
N (2.46123, 0.61139, -0.30278)  -0.53
N (0.89830, 2.66441, 0.93192)  0.59
C (0.73068, 3.97698, 0.73691)  -0.09
C (-0.26215, 4.16814, -0.21022)  -1.21
C (-0.66130, 2.88527, -0.56439)  -0.68
N (0.03693, 1.99698, 0.14337)  -0.03
H (0.32876, -0.57734, 5.45655)  0.48
H (-0.53874, -1.67151, 3.09513)  0.72
H (1.78814, 1.59918, 4.65879)  0.52
H (2.56971, 2.73864, 2.44717)  -0.09
H (4.80120, 1.38747, 1.75608)  0.49
H (5.64920, -0.08600, -0.38660)  0.44
H (3.35606, -0.52016, -1.81762)  0.55
H (1.32313, 4.69881, 1.27276)  0.48
H (-0.63488, 5.10011, -0.59516)  0.46
H (-1.38577, 2.56743, -1.29405)  0.73
C (-3.44915, 1.01402, -1.42947)  -1.93
Ge (-2.66316, -0.27750, -0.11202)  2.09
C (-3.19393, 0.48857, 1.68682)  -0.14
C (-2.32262, 1.26917, 2.43674)  -0.42
C (-2.74995, 1.80928, 3.64348)  -0.75
C (-4.03835, 1.56194, 4.09171)  -0.71
C (-4.90495, 0.78399, 3.33489)  -0.69
C (-4.48221, 0.23397, 2.13325)  -0.16
C (-3.80773, -1.92240, -0.24035)  0.39
C (-4.47314, -2.10363, -1.42841)  -0.83
C (-4.93276, -3.37575, -1.81637)  -1.06
C (-4.75206, -4.44621, -0.98871)  -1.05
C (-4.10031, -4.30213, 0.25760)  0.79
C (-3.87286, -5.41428, 1.10000)  -0.69
C (-3.22334, -5.27631, 2.29516)  -0.92
C (-2.78682, -4.00649, 2.71100)  -0.83
C (-2.99184, -2.91021, 1.91568)  0.04
C (-3.63578, -3.01533, 0.66108)  0.61
H (-4.52510, 0.85416, -1.38184)  0.55
H (-3.09352, 0.86672, -2.44788)  0.39
H (-3.22390, 2.02716, -1.10459)  0.58
H (-1.31469, 1.45797, 2.08913)  0.98
H (-2.07394, 2.41698, 4.23146)  0.47
H (-4.36908, 1.96738, 5.03895)  0.40
H (-5.91083, 0.58835, 3.68199)  0.44
H (-5.15286, -0.39599, 1.56041)  0.46
H (-4.62562, -1.27149, -2.10516)  0.33
H (-5.42248, -3.49482, -2.77391)  0.44
H (-5.12093, -5.42446, -1.27392)  0.42
H (-4.21387, -6.39050, 0.77456)  0.44
H (-3.05118, -6.13794, 2.92759)  0.43
H (-2.29508, -3.89407, 3.66939)  0.37
H (-2.68318, -1.93633, 2.26612)  0.35
O (-1.48766, -2.13762, -1.14275)  -0.78
C (-0.51337, -2.71142, -0.64526)  -0.36
N (-0.36124, -4.02811, -0.40507)  0.61
C (1.01721, -4.33248, 0.00954)  3.07
C (1.57311, -2.88804, 0.21432)  -0.97
O (2.64099, -2.59566, 0.68489)  -0.51
N (0.60069, -2.04066, -0.23707)  0.32
C (1.08495, -5.10438, 1.31265)  -0.82
C (2.32595, -5.35288, 1.89486)  -0.33
C (2.40934, -6.06201, 3.08115)  -1.00
C (1.25703, -6.53303, 3.69716)  -0.61
C (0.02181, -6.29023, 3.11812)  -0.74
C (-0.06777, -5.57186, 1.93442)  0.27
C (1.73392, -5.05522, -1.12828)  -0.34
C (1.38738, -6.38228, -1.37308)  -0.12
C (1.92211, -7.05662, -2.45755)  -0.91
C (2.80956, -6.41306, -3.30904)  -0.52
C (3.16044, -5.09523, -3.06538)  -0.91
C (2.62142, -4.41418, -1.98221)  -0.34
H (-0.93958, -4.71603, -0.86146)  0.42
H (3.22172, -4.97018, 1.42502)  0.53
H (3.37505, -6.23538, 3.53727)  0.43
H (1.32479, -7.08313, 4.62644)  0.43
H (-0.87886, -6.65109, 3.59923)  0.33
H (-1.03760, -5.37456, 1.49634)  0.34
H (0.69762, -6.88714, -0.70540)  0.46
H (1.64135, -8.08565, -2.64050)  0.42
H (3.23604, -6.94300, -4.15011)  0.41
H (3.85331, -4.58976, -3.72554)  0.45
H (2.90686, -3.38550, -1.79924)  0.50

Properties
- Total charge: +1
- 2S+1: 2
- Maximum force: 2.91 eV/Å
- Highest occupied orbital energy (alpha / beta): -10.602 / -10.603 eV
- ΔE to the lowest compared entry with this formula, charge and spin: 1.921 eV

***

[5]
Molecular formula: CH4N2O
Method: DFT, ωB97M-V/def2-TZVPD

Each line ends with the Mulliken charge.
Cartesian coordinates (Å):
H (-2.59407, -0.48601, -0.08354)  0.24
N (-1.93148, 0.28445, -0.09519)  -0.54
C (-0.75320, -0.19163, -0.05726)  0.20
O (0.17860, 0.76791, 0.13473)  -0.20
N (1.56944, 0.48802, -0.16680)  -0.45
H (-0.25916, -1.16820, -0.15871)  0.22
H (1.74723, -0.52117, -0.23770)  0.25
H (2.04264, 0.82663, 0.66448)  0.27

Properties
- Total charge: 0
- Maximum force: 1.79 eV/Å
- Highest occupied orbital energy: -9.419 eV
- ΔE to the lowest compared entry with this formula, charge and spin: 3.538 eV

***

[6]
Molecular formula: C18H13F4N2
Method: DFT, ωB97M-V/def2-TZVPD

Each line ends with the Mulliken charge.
Cartesian coordinates (Å):
N (4.88975, -0.78359, -2.09340)  -0.46
C (3.66397, -0.49152, -1.54695)  1.06
C (3.38261, 0.83661, -1.12498)  -0.78
C (2.10574, 1.14300, -0.57901)  0.01
N (1.09681, 0.18350, -0.38084)  0.33
C (-0.27898, 0.43662, 0.21554)  -0.06
C (-0.57430, -0.46898, 1.48232)  0.50
C (-1.78953, -1.04666, 1.99093)  -0.91
C (-1.77183, -1.65314, 3.27364)  0.23
F (-2.91623, -2.29924, 3.66135)  -0.30
C (-0.69902, -1.66339, 4.12646)  -0.67
C (0.39695, -0.98461, 3.63513)  0.27
F (1.52989, -1.04245, 4.38828)  -0.30
C (0.42604, -0.32012, 2.41431)  -0.71
C (-1.56691, 0.64349, -0.69978)  0.80
C (-1.38625, 1.68961, -1.57690)  -0.63
C (-2.38955, 2.13993, -2.43145)  0.28
F (-2.05755, 3.00526, -3.43105)  -0.30
C (-3.70603, 1.72651, -2.37607)  -0.67
C (-3.94021, 0.79975, -1.39441)  0.23
F (-5.21824, 0.31138, -1.27182)  -0.30
C (-2.95592, 0.28015, -0.50888)  -1.01
C (1.36964, -1.05008, -0.85714)  0.01
C (2.60429, -1.39485, -1.40873)  -0.83
H (5.12918, -1.77895, -2.26248)  0.23
H (5.66452, -0.21210, -2.06510)  0.21
H (4.15194, 1.58592, -1.22338)  0.37
H (1.90928, 2.20163, -0.33059)  0.41
H (-0.06580, 1.54878, 0.66429)  0.37
H (-2.71173, -1.13279, 1.44440)  0.69
H (-0.75436, -2.11708, 5.10375)  0.49
H (1.34076, 0.25226, 2.16722)  0.41
H (-0.38510, 2.15048, -1.67185)  0.31
H (-4.49384, 2.12396, -2.99867)  0.48
H (-3.33630, -0.42077, 0.21607)  0.45
H (0.54322, -1.78349, -0.81228)  0.44
H (2.79309, -2.41500, -1.73795)  0.32

Properties
- Total charge: +1
- Maximum force: 4.37 eV/Å
- Highest occupied orbital energy: -12.165 eV
- ΔE to the lowest compared entry with this formula, charge and spin: 0.962 eV

***

Looking at energy for the records above, in order, we have -1165477.145, -39576.532, -29936.378, -119997.011, -6126.969, -32718.997 eV.